Version 1
Formula: C2H2O3
Source: the Open Molecules 2025 dataset
Level of theory: the ωB97M-V functional and the def2-TZVPD basis

Geometry as ORCA input:
```
! wB97M-V def2-TZVPD RIJCOSX def2/J DEFGRID3
* xyz 0 1
C -3.070 -0.826 0.393
C -0.564 0.290 -0.676
O -3.533 -1.429 -0.478
O -2.743 -0.451 1.441
O 0.032 1.109 0.132
H 0.069 -0.628 -0.937
H 1.017 0.794 0.327
*
```

Output
E_LUMO (eV): 0.25
Kohn-Sham gap (eV): 9.3
HOMO energy (eV): -9.012

---

Version 2
Formula: C2H2O3
Source: the Open Molecules 2025 dataset
Level of theory: the ωB97M-V functional and the def2-TZVPD basis

Geometry as ORCA input:
```
! wB97M-V def2-TZVPD RIJCOSX def2/J DEFGRID3
* xyz 0 1
O 2.742 -0.768 -1.130
C 2.168 -0.699 -0.159
O 1.726 -0.640 0.997
C -1.673 0.591 0.090
O -1.176 0.218 -0.941
H -1.183 0.159 1.069
H -2.604 1.139 0.074
*
```

Output
E_LUMO (eV): 0.59
Kohn-Sham gap (eV): 10.9
HOMO energy (eV): -10.299
SMILES string: O=C=O.C=O

---

Version 3
Formula: C2H2O3
Source: the Open Molecules 2025 dataset
Level of theory: the ωB97M-V functional and the def2-TZVPD basis

Geometry as ORCA input:
```
! wB97M-V def2-TZVPD RIJCOSX def2/J DEFGRID3
* xyz 0 1
O 1.091 1.494 0.982
C 0.435 0.543 0.931
C -0.150 -0.141 -0.656
O 0.121 -1.489 -0.921
O -1.128 -1.004 -0.441
H -0.205 -0.061 1.586
H -0.163 0.657 -1.480
*
```

Output
E_LUMO (eV): 0.30
Kohn-Sham gap (eV): 10.1
HOMO energy (eV): -9.837
SMILES string: O=CC1OO1

---

Quick one: least stable of them? version 3

---

Version 1
Formula: C2H2O3
Source: the Open Molecules 2025 dataset
Level of theory: the ωB97M-V functional and the def2-TZVPD basis

Geometry as ORCA input:
```
! wB97M-V def2-TZVPD RIJCOSX def2/J DEFGRID3
* xyz 0 1
C 0.249 0.649 -0.339
C 3.228 0.347 0.625
O 1.195 0.302 0.335
O 3.537 0.237 -0.643
O 3.735 -0.841 0.270
H 0.577 1.080 -1.279
H -0.854 0.640 -0.112
*
```

Output
E_LUMO (eV): 0.20
Kohn-Sham gap (eV): 10.5
HOMO energy (eV): -10.346

---

Version 2
Formula: C2H2O3
Source: the Open Molecules 2025 dataset
Level of theory: the ωB97M-V functional and the def2-TZVPD basis

Geometry as ORCA input:
```
! wB97M-V def2-TZVPD RIJCOSX def2/J DEFGRID3
* xyz 0 1
O 0.783 -1.602 -1.247
C 0.748 -0.861 -0.324
C -0.429 0.570 -0.053
O -1.407 0.315 0.785
O -0.385 1.260 1.146
H 1.446 -0.882 0.556
H -0.756 1.201 -0.863
*
```

Output
E_LUMO (eV): 0.30
Kohn-Sham gap (eV): 10.4
HOMO energy (eV): -10.103
SMILES string: O=CC1OO1

---

Version 3
Formula: C2H2O3
Source: the Open Molecules 2025 dataset
Level of theory: the ωB97M-V functional and the def2-TZVPD basis

Geometry as ORCA input:
```
! wB97M-V def2-TZVPD RIJCOSX def2/J DEFGRID3
* xyz 0 1
C 1.072 -0.201 -0.365
C -0.925 -0.245 0.444
O 2.045 0.217 0.117
O -1.757 0.778 0.100
O -1.805 -0.512 -0.468
H 1.001 -0.689 -1.395
H -1.206 -0.651 1.485
*
```

Output
E_LUMO (eV): 0.47
Kohn-Sham gap (eV): 9.9
HOMO energy (eV): -9.408

---

Quick one: least stable of them? version 1

---

Version 1
Formula: C10H32NO5P3S3
Source: the Open Molecules 2025 dataset
Level of theory: the ωB97M-V functional and the def2-TZVPD basis

Geometry as ORCA input:
```
! wB97M-V def2-TZVPD RIJCOSX def2/J DEFGRID3
* xyz 0 1
C 5.676 0.469 -0.674
C 4.907 1.717 -1.128
C 4.101 2.404 -0.018
O 2.700 2.412 -0.291
C 2.036 1.238 0.109
P 0.898 0.707 -1.245
P -1.067 1.570 -0.811
N -1.342 2.974 -1.484
P 0.639 -1.368 -0.574
O 1.952 -2.056 -0.545
H 6.650 0.746 -0.287
H 5.142 -0.057 0.112
H 5.806 -0.213 -1.506
H 4.214 1.448 -1.917
H 5.609 2.437 -1.532
H 4.381 3.449 0.063
H 4.290 1.942 0.951
H 1.537 1.381 1.069
H 2.723 0.400 0.222
H -1.962 0.568 -1.234
H -1.204 1.624 0.590
H -2.098 2.885 -2.155
H 0.016 -1.336 0.683
H -0.286 -1.937 -1.469
C -3.688 -2.501 0.348
S -3.310 -0.829 0.865
O -1.971 -0.869 1.523
C -4.543 -0.710 2.165
H -2.990 -2.784 -0.433
H -3.575 -3.176 1.196
H -4.705 -2.541 -0.043
H -4.379 -1.506 2.891
H -5.535 -0.788 1.722
H -4.430 0.259 2.645
C -3.403 -7.038 0.371
S -1.994 -6.070 -0.183
O -2.529 -5.014 -1.087
C -1.293 -7.342 -1.237
H -4.008 -6.404 1.017
H -3.988 -7.354 -0.492
H -3.047 -7.900 0.934
H -2.028 -7.636 -1.986
H -1.001 -8.195 -0.625
H -0.416 -6.921 -1.722
C 0.544 7.493 0.228
S 0.414 6.238 1.508
O 1.592 6.410 2.401
C 0.764 4.850 0.430
H 0.400 8.463 0.699
H 1.534 7.444 -0.225
H -0.231 7.326 -0.520
H 1.738 4.984 -0.037
H -0.019 4.759 -0.325
H 0.778 3.951 1.043
*
```

Output
E_LUMO (eV): 0.31
Kohn-Sham gap (eV): 8.7
HOMO energy (eV): -8.382

---

Version 2
Formula: C10H32NO5P3S3
Source: the Open Molecules 2025 dataset
Level of theory: the ωB97M-V functional and the def2-TZVPD basis

Geometry as ORCA input:
```
! wB97M-V def2-TZVPD RIJCOSX def2/J DEFGRID3
* xyz 0 1
C -0.609 5.394 -1.770
C -1.297 4.383 -2.693
C -2.388 3.545 -2.015
O -2.088 2.152 -1.997
C -1.227 1.765 -0.955
P 0.027 0.593 -1.650
P -0.812 -1.415 -1.301
N -1.638 -1.998 -2.505
P 1.434 0.815 0.021
O 1.931 2.208 0.082
H -1.161 6.333 -1.729
H -0.534 5.011 -0.751
H 0.402 5.611 -2.112
H -0.561 3.688 -3.100
H -1.737 4.911 -3.540
H -3.337 3.619 -2.544
H -2.558 3.889 -0.989
H -1.792 1.340 -0.117
H -0.630 2.599 -0.568
H 0.331 -2.154 -0.946
H -1.550 -1.338 -0.109
H -1.186 -2.807 -2.911
H 0.817 0.360 1.187
H 2.412 -0.161 -0.253
C 2.252 -3.184 2.301
S 0.532 -3.046 1.842
O 0.117 -1.645 2.144
C -0.146 -4.087 3.134
H 2.834 -2.553 1.634
H 2.378 -2.838 3.326
H 2.579 -4.219 2.196
H 0.146 -3.688 4.105
H 0.225 -5.102 3.001
H -1.229 -4.072 3.034
C 6.085 -2.045 4.469
S 5.409 -0.927 3.236
O 5.026 -1.768 2.069
C 6.966 -0.144 2.809
H 5.268 -2.665 4.830
H 6.851 -2.667 4.007
H 6.498 -1.465 5.294
H 7.666 -0.905 2.468
H 7.354 0.385 3.679
H 6.763 0.564 2.009
C -6.527 -0.695 -3.679
S -6.103 -0.424 -1.953
O -6.801 0.822 -1.535
C -4.391 0.001 -2.250
H -7.588 -0.933 -3.722
H -6.325 0.217 -4.240
H -5.942 -1.528 -4.067
H -4.339 0.865 -2.911
H -3.859 -0.852 -2.674
H -3.950 0.258 -1.288
*
```

Output
E_LUMO (eV): 0.33
Kohn-Sham gap (eV): 8.7
HOMO energy (eV): -8.387

---

Quick one: least stable of them? version 1

---

Version 1
Formula: C6H10O
Source: the Open Molecules 2025 dataset
Level of theory: the ωB97M-V functional and the def2-TZVPD basis

Geometry as ORCA input:
```
! wB97M-V def2-TZVPD RIJCOSX def2/J DEFGRID3
* xyz 0 1
C -0.619 -0.293 -2.425
C -0.390 0.057 -1.297
C -0.045 0.396 0.104
C 0.401 1.854 0.205
C -1.248 0.126 1.014
O 1.105 -0.338 0.506
C 1.099 -1.735 0.316
H -0.793 -0.620 -3.426
H 0.730 2.048 1.231
H -0.416 2.534 -0.048
H 1.238 2.029 -0.475
H -2.069 0.806 0.763
H -0.960 0.293 2.057
H -1.614 -0.900 0.900
H 2.130 -2.030 0.126
H 0.740 -2.276 1.198
H 0.495 -2.024 -0.548
*
```

Output
E_LUMO (eV): 1.02
Kohn-Sham gap (eV): 11.0
HOMO energy (eV): -9.938
SMILES string: C#CC(C)(C)OC

---

Version 2
Formula: C6H10O
Source: the Open Molecules 2025 dataset
Level of theory: the ωB97M-V functional and the def2-TZVPD basis

Geometry as ORCA input:
```
! wB97M-V def2-TZVPD RIJCOSX def2/J DEFGRID3
* xyz 0 1
O 2.076 -0.541 -0.532
C 1.172 -0.104 0.340
C -0.038 -0.968 0.566
C -1.322 -0.391 -0.056
C -1.195 -0.056 -1.539
C 0.390 1.586 1.808
C 1.386 1.129 0.929
H 1.808 -1.400 -0.887
H -0.392 0.669 -1.712
H -0.192 -1.055 1.643
H 0.160 -1.972 0.161
H -1.565 0.501 0.529
H -2.130 -1.118 0.098
H -0.993 -0.945 -2.151
H -2.122 0.398 -1.903
H 0.656 2.622 2.098
H 2.300 1.644 0.610
*
```

Output
E_LUMO (eV): -0.05
Kohn-Sham gap (eV): 7.8
HOMO energy (eV): -7.802

---

Quick one: least stable of them? version 2

---

Version 1
Formula: C5H11IN
Source: the Open Molecules 2025 dataset
Level of theory: the ωB97M-V functional and the def2-TZVPD basis

Geometry as ORCA input:
```
! wB97M-V def2-TZVPD RIJCOSX def2/J DEFGRID3
* xyz 1 3
C -0.838 1.528 0.715
C -0.141 0.271 1.270
C -0.409 1.668 -0.772
C 0.746 -0.158 0.220
C 0.412 -2.712 -0.093
N 0.166 0.274 -1.060
I 2.934 0.090 0.075
H -1.830 1.182 0.729
H -0.662 2.569 1.176
H 0.205 0.400 2.321
H -0.845 -0.547 1.343
H -1.275 1.928 -1.358
H 0.341 2.461 -0.987
H -0.494 -2.920 0.573
H 1.456 -3.156 0.180
H 0.146 -2.903 -1.152
H -0.729 -0.315 -1.236
H 0.817 0.340 -1.944
*
```

Output
E_LUMO (alpha / beta) (eV): -3.98 / -5.76
Kohn-Sham gap (alpha / beta) (eV): 7.7 / 8.3
HOMO energy (alpha / beta) (eV): -11.672 / -14.018

---

Version 2
Formula: C5H11IN
Source: the Open Molecules 2025 dataset
Level of theory: the ωB97M-V functional and the def2-TZVPD basis

Geometry as ORCA input:
```
! wB97M-V def2-TZVPD RIJCOSX def2/J DEFGRID3
* xyz 1 3
C 1.707 0.655 0.007
C 0.232 0.245 0.140
C -1.923 -1.202 -0.873
C 2.057 1.951 0.062
C 0.087 -0.567 1.395
N -0.636 -0.397 -1.195
I -3.353 -0.059 0.182
H 2.409 -0.153 -0.003
H -0.504 1.052 0.395
H -2.263 -1.342 -1.861
H 3.103 2.241 0.144
H 1.347 2.753 0.175
H -1.604 -2.136 -0.206
H -0.989 -0.660 1.892
H 0.814 -0.176 2.122
H 0.507 -1.546 1.162
H -0.903 0.421 -1.819
H -0.086 -1.080 -1.721
*
```

Output
E_LUMO (alpha / beta) (eV): -3.49 / -6.59
Kohn-Sham gap (alpha / beta) (eV): 6.4 / 7.2
HOMO energy (alpha / beta) (eV): -9.905 / -13.787

---

Quick one: least stable of them? version 2